This record from OMol25 describes 2 unconnected molecules or ions with the total composition C3H2O3S. The level of theory is the ωB97M-V functional and the def2-TZVPD basis.

Results
Spin multiplicity = 1
Kohn-Sham gap = 8.15 eV
F_max = 3.38 eV Å⁻¹
ΔE to the lowest compared entry with this formula, charge and spin = 398.28 kJ/mol

```
9
Properties=species:S:1:pos:R:3:mulliken_charge:R:1
C -0.60718 0.94532 1.10816 0.692
C -3.06488 -0.68380 0.54755 0.553
C 0.14667 0.91718 0.03452 -0.822
O -1.33797 0.97853 2.05592 -0.434
O -2.56449 -1.63708 0.98370 -0.296
O -3.44415 0.10551 -1.71799 -0.528
S -3.79886 0.54287 -0.33751 0.256
H 1.11198 0.47207 0.08081 0.273
H -0.41156 1.25804 -0.73944 0.305
```